Below is C26H42N4O5S in the gas phase, with properties calculated with ωB97M-V/def2-TZVPD.

- total energy (eV) = -54677.9641
- total charge = 0
- HOMO-LUMO gap (eV) = 9.24
- relative energy (zero: lowest compared OMol25 entry of this formula, charge and spin) (kJ/mol) = 14.2

XYZ file:
```
78
C26H42N4O5S ωB97M-V/def2-TZVPD
C -4.112 -3.265 1.599
C -2.638 -3.630 1.478
C -2.344 -4.394 0.188
C -0.840 -4.555 -0.053
N -0.219 -3.283 -0.389
C 1.140 -3.140 0.118
C 1.141 -2.621 1.557
C 2.529 -2.651 2.195
C 3.477 -1.631 1.576
C -0.357 -2.922 -1.790
C -0.517 -1.404 -1.907
N -1.586 -1.005 -1.021
C -2.309 0.109 -1.182
O -2.179 0.880 -2.112
C -3.347 0.347 -0.072
N -3.596 1.766 0.058
C -4.798 2.259 -0.352
O -5.737 1.551 -0.638
C -4.866 3.774 -0.473
O -4.044 4.500 0.416
C -2.804 3.981 0.618
C -1.797 4.832 1.058
C -0.520 4.347 1.285
C -0.275 3.004 1.083
S 1.371 2.339 1.270
O 1.267 0.900 1.232
O 2.015 2.927 2.406
N 2.085 2.965 -0.106
C 1.767 2.252 -1.325
C 2.648 1.016 -1.519
C 4.140 1.360 -1.435
C 4.626 2.125 -2.666
C 4.404 2.127 -0.134
C 3.480 3.336 0.007
C -1.271 2.138 0.681
C -2.551 2.613 0.432
H -4.428 -2.650 0.759
H -4.725 -4.163 1.611
H -4.298 -2.713 2.518
H -2.345 -4.243 2.333
H -2.028 -2.724 1.506
H -2.795 -3.866 -0.655
H -2.802 -5.383 0.240
H -0.381 -4.931 0.862
H -0.670 -5.305 -0.843
H 1.669 -2.426 -0.513
H 1.684 -4.098 0.066
H 0.775 -1.593 1.565
H 0.461 -3.232 2.155
H 2.423 -2.426 3.258
H 2.953 -3.656 2.109
H 3.722 -1.896 0.549
H 4.405 -1.580 2.142
H 3.007 -0.650 1.585
H -1.255 -3.398 -2.188
H 0.499 -3.253 -2.399
H 0.409 -0.899 -1.613
H -0.768 -1.103 -2.926
H -1.654 -1.593 -0.200
H -3.024 -0.074 0.883
H -4.300 -0.104 -0.368
H -5.892 4.103 -0.292
H -4.600 4.016 -1.515
H -2.039 5.871 1.209
H 0.278 4.989 1.616
H 0.715 1.966 -1.274
H 1.888 2.950 -2.159
H 2.406 0.308 -0.725
H 2.419 0.559 -2.484
H 4.701 0.418 -1.392
H 5.692 2.326 -2.585
H 4.458 1.536 -3.564
H 4.108 3.073 -2.780
H 4.222 1.463 0.714
H 5.444 2.456 -0.095
H 3.601 3.791 0.990
H 3.690 4.086 -0.760
H -1.008 1.100 0.578
```

***

Below is a molecular structure, C26H43BeCl3N3O3Si, with properties calculated with ωB97M-V/def2-TZVPD.

- total energy (eV) = -84126.1825
- total charge = -1
- HOMO-LUMO gap (eV) = 7.44
- relative energy (zero: lowest compared OMol25 entry of this formula, charge and spin) (kJ/mol) = 221.8

XYZ file:
```
80
C26H43BeCl3N3O3Si ωB97M-V/def2-TZVPD
C 2.226 -2.558 -2.979
C 2.242 -1.695 -4.221
H 1.582 -3.444 -3.153
H 1.890 -2.116 -2.031
H 3.252 -2.914 -2.778
C 2.096 -2.253 -5.442
C 2.054 -3.700 -5.743
H 2.108 -1.624 -6.335
H 1.384 -4.305 -5.121
H 3.060 -4.127 -5.671
H 1.747 -3.848 -6.781
Be 3.376 0.686 -1.697
Cl 2.034 1.198 -0.224
Cl 5.111 0.186 -1.188
C 0.142 2.886 2.499
O -0.438 1.926 3.026
N -0.430 3.771 1.659
C -1.851 3.783 1.348
C 0.407 4.706 0.939
H 1.219 3.097 2.662
H -2.381 3.166 2.072
H -2.024 3.400 0.334
H -2.225 4.816 1.379
H 1.389 4.711 1.431
H -0.039 5.708 0.968
H 0.539 4.379 -0.104
H 0.250 -3.906 2.591
H -1.275 -2.453 1.156
C -0.702 -4.281 3.007
C -2.165 -2.797 1.704
N -1.754 -3.284 2.988
H -0.547 -4.570 4.050
C -2.271 -2.772 4.120
O -3.061 -1.814 4.171
H -2.882 -1.991 1.836
H -1.884 -3.257 5.029
H -1.014 -5.157 2.421
H -2.616 -3.620 1.137
O 2.919 0.393 -3.067
C 2.767 -0.244 -4.260
C 0.676 0.382 -5.677
C 1.910 0.712 -5.113
H 0.274 -0.629 -5.529
C -0.019 1.297 -6.496
H 3.762 -0.362 -4.767
C 2.291 2.056 -5.141
H -0.893 0.976 -7.070
C 0.451 2.608 -6.636
C 1.602 2.981 -5.926
H 3.149 2.355 -4.535
H -0.015 3.303 -7.342
H 2.020 3.980 -6.050
Si -1.499 -0.093 -1.339
Cl -0.774 -1.966 -0.836
C -1.829 -0.736 -3.138
C -0.535 1.459 -2.077
C -2.196 0.559 0.277
H -1.692 0.097 -3.842
H -2.854 -1.111 -3.213
H -1.176 -1.532 -3.560
H -3.077 -0.018 0.579
H -2.500 1.586 0.106
H -1.439 0.507 1.086
H -0.934 1.514 -3.103
H 0.567 1.336 -2.131
H -0.843 2.361 -1.517
N -1.068 0.137 5.021
C -0.802 0.041 6.326
C 0.470 0.455 6.814
C 0.738 0.382 8.174
C -0.234 -0.056 9.082
C -1.485 -0.472 8.610
C -1.764 -0.467 7.248
H -0.525 0.752 4.401
H -1.946 -0.256 4.671
H 1.215 0.792 6.089
H 1.712 0.698 8.527
H -0.017 -0.071 10.150
H -2.241 -0.830 9.302
H -2.719 -0.807 6.840
```

***

Below is 5 unconnected molecules or ions with the total composition C26H43ClN6O5, with properties calculated with ωB97M-V/def2-TZVPD.

- total energy (eV) = -59345.3910
- total charge = 0
- HOMO-LUMO gap (eV) = 6.37

XYZ file:
```
81
C26H43ClN6O5 ωB97M-V/def2-TZVPD
C -3.097 -3.764 1.233
C -1.773 -3.479 1.878
C -1.018 -2.075 1.436
C -0.880 -0.976 2.651
C -2.175 -0.666 3.657
O -3.481 -1.337 3.570
C -1.978 0.479 4.817
C -0.535 1.242 4.971
C 0.776 0.937 3.984
N 2.028 1.713 4.278
C 3.071 1.337 3.262
C 2.904 0.270 2.044
C 4.155 0.004 0.982
C 4.169 1.110 -0.228
C 2.692 1.694 -0.638
Cl 3.016 3.012 -1.954
N 1.645 -0.518 1.821
C 0.569 -0.169 2.810
H -4.017 -3.057 1.418
H -3.185 -4.730 0.546
H -1.322 -4.271 2.619
H 0.008 -2.399 0.953
H -1.655 -1.573 0.565
H -4.052 -0.967 2.828
H -2.886 0.722 5.521
H -0.444 2.066 5.830
H 4.129 1.880 3.358
H 4.151 -1.120 0.587
H 5.171 0.119 1.593
H 4.889 2.024 -0.009
H 4.590 0.546 -1.191
H 2.135 2.264 0.243
H 1.981 0.913 -1.149
C 0.228 6.984 3.295
N -0.858 6.289 3.943
C -0.802 5.427 5.000
C 0.544 5.132 5.602
O -1.836 4.920 5.429
H 0.034 8.057 3.367
H 0.238 6.691 2.242
H 1.196 6.757 3.746
H -1.799 6.435 3.595
H 0.424 4.430 6.432
H 1.197 4.673 4.855
H 0.992 6.051 5.989
C -3.003 -2.237 -3.990
N -3.135 -3.258 -2.977
C -4.273 -3.717 -2.381
C -5.585 -3.113 -2.799
O -4.202 -4.601 -1.529
H -2.524 -2.687 -4.863
H -2.358 -1.449 -3.593
H -3.965 -1.811 -4.280
H -2.294 -3.715 -2.642
H -6.397 -3.582 -2.235
H -5.590 -2.041 -2.583
H -5.757 -3.289 -3.864
C 0.361 -7.787 -0.184
N 0.055 -6.757 -1.149
C 0.714 -5.584 -1.373
C 1.923 -5.279 -0.533
O 0.312 -4.815 -2.244
H 0.532 -8.720 -0.728
H -0.507 -7.907 0.470
H 1.240 -7.548 0.416
H -0.747 -6.889 -1.755
H 2.337 -4.311 -0.830
H 1.642 -5.224 0.523
H 2.689 -6.044 -0.685
C 1.882 5.104 -7.160
N 0.795 4.409 -6.512
C 0.851 3.548 -5.456
C 2.197 3.252 -4.854
O -0.183 3.040 -5.026
H 1.688 6.177 -7.089
H 1.891 4.811 -8.213
H 2.849 4.877 -6.710
H -0.146 4.556 -6.860
H 2.077 2.550 -4.023
H 2.850 2.793 -5.601
H 2.645 4.171 -4.467
```

***

Below is C26H43FN6O5S2 in the gas phase, with properties calculated with ωB97M-V/def2-TZVPD.

- total energy (eV) = -71223.8700
- total charge = 0
- HOMO-LUMO gap (eV) = 8.24

XYZ file:
```
83
C26H43FN6O5S2 ωB97M-V/def2-TZVPD
H 6.295 3.825 0.348
N 6.737 3.017 0.775
C 5.883 2.331 1.418
N 6.283 1.152 2.052
N 4.516 2.652 1.527
C 3.825 2.682 0.213
C 2.308 2.653 0.407
C 1.628 1.527 -0.417
C 0.225 1.871 -0.956
C -0.957 1.000 -0.486
C -0.615 -0.499 -0.404
C 0.135 -1.053 -1.632
C -0.189 -2.546 -1.789
C 0.266 -3.110 -3.130
N 0.658 -4.510 -3.028
C 0.039 -5.466 -2.271
C 0.704 -6.675 -2.404
C 1.777 -6.421 -3.301
C 1.730 -5.087 -3.671
C -1.579 1.459 0.849
C -0.614 1.956 1.898
C -1.272 2.352 3.227
C -1.599 1.188 4.175
C -0.496 0.163 4.276
O -0.596 -0.536 5.530
C -0.735 -1.878 5.413
C 0.311 -2.634 4.644
O -1.634 -2.444 5.929
O -2.385 0.378 1.415
S -3.782 0.280 0.688
O -4.600 1.406 1.005
O -4.350 -0.999 0.957
C -3.399 0.362 -1.125
F -4.483 1.011 -1.637
N -3.351 -0.970 -1.689
C -4.365 -1.489 -2.117
S -5.618 -2.237 -2.605
C -2.098 1.147 -1.540
N -2.434 2.526 -1.838
C -2.166 2.958 -3.204
C -3.101 2.310 -4.222
H 7.289 1.081 1.979
H 6.037 1.154 3.035
H 4.085 1.906 2.064
H 4.124 3.595 -0.293
H 4.157 1.825 -0.373
H 2.142 2.406 1.454
H 1.834 3.615 0.232
H 2.278 1.333 -1.267
H 1.646 0.634 0.201
H 0.009 2.909 -0.714
H 0.247 1.794 -2.039
H 0.060 -0.645 0.443
H -1.476 -1.122 -0.202
H -0.104 -0.502 -2.540
H 1.206 -0.991 -1.452
H -1.267 -2.662 -1.709
H 0.276 -3.062 -0.953
H 1.106 -2.553 -3.537
H -0.541 -3.039 -3.859
H -0.818 -5.261 -1.655
H 0.466 -7.599 -1.916
H 2.494 -7.168 -3.595
H 2.394 -4.559 -4.330
H -2.279 2.278 0.662
H -0.185 2.870 1.495
H 0.217 1.268 2.040
H -2.186 2.910 3.034
H -0.569 3.012 3.733
H -2.528 0.725 3.858
H -1.793 1.608 5.160
H 0.501 0.602 4.211
H -0.604 -0.538 3.448
H 0.535 -3.560 5.157
H -0.094 -2.884 3.665
H 1.212 -2.047 4.489
H -1.778 0.683 -2.469
H -2.058 3.169 -1.160
H -1.119 2.817 -3.496
H -2.360 4.029 -3.238
H -4.059 2.814 -4.261
H -2.623 2.347 -5.198
H -3.249 1.260 -3.982
```

***

Which value of total charge does entry 4 give? 0

***

The lowest HOMO-LUMO gap belongs to which entry? C26H43ClN6O5

***

Which formula does entry 4 have? C26H43FN6O5S2

***

Look up the total energy of the second one. -84126.1825 eV